# 1
This record from the Open Molecules 2025 dataset describes C38H29Cl3F5N8O4RuS4Se as an isolated structure at a distorted geometry. The level of theory is ωB97M-V with the def2-TZVPD basis set.

The strongest force on any atom comes out at 0.0299 hartree/bohr. The calculation puts the LUMO energy (spin up / spin down) at -1.2 / -1.2 eV. Its energy relative to the best compared isomer or geometry (same formula, charge and spin) is 4.0 kcal per mole.

The geometry in ORCA input format:
```
! RIJCOSX wB97M-V def2-TZVPD def2/J DEFGRID3
* xyz 0 2
Ru 1.11202 -0.48477 0.77660
O 2.19173 3.37561 3.10927
C 2.97317 3.91544 2.15450
C 3.60153 5.12583 2.46187
C 4.41403 5.75070 1.53933
C 4.62452 5.18679 0.28333
C 3.99392 4.00094 -0.03078
C 3.16113 3.35026 0.88332
C 2.47006 2.10302 0.48527
O 1.99723 1.34484 1.40309
N 2.36077 1.84723 -0.78970
N 1.69735 0.63648 -1.02280
C 1.73112 0.38442 -2.28281
S 1.16619 -1.08655 -3.01855
C 0.96865 -0.32780 -4.64642
C 2.17837 0.55593 -4.87292
S 2.43119 1.56372 -3.38536
H 1.98541 2.44675 2.86765
H 3.43293 5.54574 3.44451
H 4.89846 6.68266 1.80346
H 5.27094 5.67089 -0.43599
H 4.12835 3.54565 -1.00309
H 0.04197 0.24733 -4.67537
H 0.91244 -1.13133 -5.38069
H 2.02885 1.23188 -5.71610
H 3.06176 -0.05131 -5.07390
O 0.17332 -0.37187 2.58659
N 0.24679 -1.02233 3.77897
C -0.84821 -1.78475 4.04998
C -1.02653 -2.39079 5.24920
C -0.03599 -2.18275 6.23661
C 1.01061 -1.35925 5.97209
C 1.18923 -0.68118 4.72010
S 2.45893 0.36199 4.45239
H -1.53838 -1.84404 3.22687
H -1.89868 -3.00393 5.41506
H -0.12046 -2.65350 7.20733
H 1.76397 -1.13871 6.71443
F 1.43241 -3.03559 -0.47399
C 0.37088 -2.32586 0.07909
F -0.56227 -2.24381 -0.93909
C -0.28527 -3.36785 1.00295
F -1.51172 -2.96151 1.39293
F -0.45159 -4.54188 0.39237
F 0.44433 -3.58080 2.10693
Se 5.19111 -1.46576 -1.50717
N 5.99274 -2.27304 -0.13690
C 5.11869 -2.28547 0.84502
C 5.31078 -2.85765 2.13851
C 4.26611 -2.80673 2.99305
C 3.03374 -2.17482 2.62337
N 2.81681 -1.59325 1.48279
C 3.84578 -1.67317 0.56140
N 3.66881 -1.18853 -0.63515
H 6.26006 -3.30791 2.39377
H 4.31885 -3.21548 3.99182
H 2.22183 -2.21888 3.32949
Cl -3.85955 -5.82644 -0.12070
C -4.10505 -4.16484 -0.54047
C -4.96635 -3.38482 0.21511
C -5.11712 -2.05854 -0.13084
C -4.44273 -1.46314 -1.20225
C -4.64083 0.04084 -1.34275
C -4.22313 0.77839 -0.04809
N -2.79116 0.96440 0.04840
C -2.11289 2.14975 -0.10726
C -0.79646 1.85870 0.03868
N -0.65960 0.50851 0.26564
C -1.87473 0.00341 0.25918
O -3.92481 0.54263 -2.43278
C -4.33932 1.81999 -2.89264
C -3.43482 2.20578 -4.01474
C -3.69878 1.99755 -5.33459
Cl -5.12234 1.30425 -5.99573
S -2.41813 2.49238 -6.36045
C -1.47899 2.97581 -5.00820
C -2.13444 2.76572 -3.83856
C -3.63948 -2.29996 -1.97781
Cl -2.85485 -1.82605 -3.44877
C -3.45575 -3.63815 -1.63505
H -5.49698 -3.80972 1.05475
H -5.78574 -1.44858 0.46557
H -5.71824 0.23169 -1.46279
H -4.56635 0.23577 0.83085
H -4.67961 1.76648 -0.00805
H -2.62770 3.08087 -0.26727
H 0.04775 2.52283 0.00749
H -2.13175 -1.03124 0.41040
H -4.25488 2.56196 -2.08954
H -5.38558 1.78567 -3.21506
H -0.49168 3.38616 -5.14490
H -1.70630 2.98423 -2.87000
H -2.80239 -4.25352 -2.23530
*
```

---

# 2
This record from the Open Molecules 2025 dataset describes C38H29ClIrN3O5S as an isolated structure. The level of theory is ωB97M-V with the def2-TZVPD basis set.

The strongest force on any atom comes out at 0.0089 hartree/bohr. The calculation puts the LUMO energy (spin up / spin down) at -3.6 / -3.6 eV. Its energy relative to the best compared isomer or geometry (same formula, charge and spin) is 0.0 kcal per mole.

The geometry in ORCA input format:
```
! RIJCOSX wB97M-V def2-TZVPD def2/J DEFGRID3
* xyz 1 2
Ir 0.28466 -0.45996 -0.31134
O 1.16517 2.10774 -0.29518
C 2.41352 2.68441 -0.15217
C 3.73610 0.00813 -0.88499
O 4.55551 0.32732 -1.62814
O 2.92911 -0.32603 -0.10974
C 2.98622 3.30839 -1.31266
C 3.91778 4.35672 -1.19340
C 4.44302 4.96050 -2.31851
C 4.05385 4.55004 -3.58925
C 3.12809 3.52501 -3.72585
C 2.60021 2.90725 -2.60644
C 2.94837 2.57976 1.17613
C 4.33519 2.59323 1.41443
C 4.83052 2.45775 2.69746
C 3.96644 2.30265 3.77599
C 2.59555 2.27241 3.55288
C 2.08662 2.40088 2.27245
H 0.82565 2.36145 -1.16502
H 4.19245 4.71766 -0.21218
H 5.15278 5.76961 -2.20613
H 4.47077 5.02658 -4.46610
H 2.82594 3.18809 -4.70861
H 1.93855 2.05848 -2.75537
H 5.02185 2.68436 0.58298
H 5.90065 2.46646 2.85842
H 4.35910 2.21017 4.77968
H 1.91457 2.16778 4.38888
H 1.01685 2.40409 2.10952
O 0.42462 -0.47685 -4.29273
C 0.21005 -0.60767 -3.11474
O 1.08721 -0.43090 -2.15872
C -1.16731 -1.00694 -2.62330
C -2.18876 -1.24715 -3.54357
C -3.39668 -1.67722 -3.07747
C -3.56681 -1.90745 -1.69724
C -4.79227 -2.40407 -1.18610
C -4.93953 -2.64517 0.14671
C -3.85907 -2.40102 1.02173
C -2.67038 -1.91430 0.56213
C -2.49802 -1.64654 -0.81089
N -1.31323 -1.15488 -1.31022
H -1.96274 -1.09123 -4.58869
H -4.22180 -1.87372 -3.75057
H -5.59943 -2.59479 -1.88180
H -5.87176 -3.03182 0.53482
H -3.96833 -2.60973 2.07834
H -1.85135 -1.75887 1.24735
Cl 0.76254 -3.64078 2.83476
C -0.20009 -4.13934 1.46913
C -1.08785 -5.18453 1.68092
C -1.81175 -5.69511 0.61878
C -1.61998 -5.18056 -0.65717
C -0.73654 -4.13522 -0.84272
C -0.02461 -3.55537 0.21645
C 0.90386 -2.42211 -0.08267
H -1.18540 -5.60315 2.67308
H -2.49608 -6.51667 0.78362
H -2.14991 -5.59933 -1.50232
H -0.58092 -3.74215 -1.84129
H 1.72518 -2.36559 0.63254
H 1.31978 -2.62932 -1.07350
N 0.56667 -0.62718 3.19307
C -0.54114 -0.08498 2.70081
N -0.70679 0.21338 1.42841
C -1.93262 0.87515 1.23156
C -2.36140 1.46398 0.04759
C -3.60940 2.06140 0.01323
C -4.41843 2.09983 1.14845
C -3.97514 1.56917 2.34729
C -2.72513 0.97033 2.37160
S -1.88391 0.28422 3.74001
H 1.33983 -0.84805 2.58790
H 0.63718 -0.89455 4.15811
H -1.73312 1.47082 -0.83506
H -3.95428 2.51766 -0.90503
H -5.38945 2.57280 1.09825
H -4.58057 1.63467 3.24142
*
```

---

# 3
This record from the Open Molecules 2025 dataset describes C38H29CoN6O7 as an isolated structure. The level of theory is ωB97M-V with the def2-TZVPD basis set.

The strongest force on any atom comes out at 0.0149 hartree/bohr. The calculation puts the LUMO energy (spin up / spin down) at 1.3 / 1.3 eV. Its energy relative to the best compared isomer or geometry (same formula, charge and spin) is 54.9 kcal per mole.

The geometry in ORCA input format:
```
! RIJCOSX wB97M-V def2-TZVPD def2/J DEFGRID3
* xyz -1 2
Co 0.77804 0.39200 1.74793
C 2.54892 4.18049 1.17213
C 1.44451 4.97971 0.90352
C 0.19962 4.39228 0.84086
C 0.07349 3.01313 1.02578
N 1.14670 2.25357 1.31186
C 2.34823 2.83141 1.37959
C -1.23320 2.32438 0.99750
C -2.26663 2.90264 0.34245
C -3.66112 2.53735 0.35869
C -4.24166 1.59003 1.09489
C -2.16830 0.39230 2.13028
N -1.18643 1.09700 1.68382
H 3.54615 4.58812 1.24000
H 1.55028 6.04907 0.77728
H -0.68343 4.99313 0.68901
H 3.17881 2.18409 1.61201
H -2.03496 3.79373 -0.22508
H -4.31068 3.16178 -0.24339
H -5.32292 1.53004 1.03563
H -0.90578 -0.41803 3.41178
O 2.38052 0.19643 5.47620
C 2.03251 0.28151 4.30407
O 0.94983 0.72555 3.82915
C 3.07015 -0.16265 3.24931
C 4.34821 -0.58497 3.68009
C 5.29236 -0.89458 2.75168
C 4.98192 -0.77876 1.37423
C 5.91970 -1.04943 0.35177
C 5.57531 -0.90691 -0.96303
C 4.27564 -0.48531 -1.30946
C 3.34470 -0.22180 -0.34296
C 3.68042 -0.36662 1.02081
N 2.74753 -0.07504 1.97759
H 4.51528 -0.63938 4.74480
H 6.28336 -1.22044 3.04473
H 6.91623 -1.36863 0.63322
H 6.29841 -1.11684 -1.73994
H 4.00733 -0.37296 -2.35189
H 2.34235 0.09259 -0.59467
O -5.95016 -3.21672 0.95961
C -4.84798 -2.93075 0.48677
O -4.33820 -3.24438 -0.61542
C -3.92592 -2.00391 1.30485
C -4.35660 -0.75826 1.50140
C -3.67120 0.51916 1.98207
N -1.78993 -0.66025 2.96355
C -1.67158 -1.93499 2.34759
C -2.61880 -2.53567 1.63225
C -0.25398 -2.44128 2.25585
O -0.01615 -3.63975 2.24517
O 0.61696 -1.52307 2.05956
H -5.38202 -0.56997 1.20098
H -4.02010 0.70752 3.00929
H -2.35848 -3.49214 1.19996
C -2.56417 -2.09918 -3.41028
N -1.25560 -2.01640 -2.77259
N -0.90843 -0.75652 -2.27887
C -0.23907 -0.91175 -1.05767
O 0.21050 0.05451 -0.42998
C -0.23707 -2.31450 -0.79576
C -0.89869 -2.92705 -1.81052
C -1.31017 -4.34811 -1.91724
C -0.63779 0.28917 -3.17893
C -0.68892 1.60379 -2.72326
C -0.38468 2.63757 -3.59167
C -0.05421 2.37946 -4.91551
C -0.02006 1.06859 -5.36507
C -0.30093 0.02144 -4.50196
H -2.69520 -1.22955 -4.05140
H -3.36608 -2.13662 -2.66778
H -2.59899 -2.99377 -4.02744
H 0.21723 -2.79177 0.04802
H -0.55129 -4.97637 -1.45238
H -1.44956 -4.66013 -2.95015
H -2.24339 -4.48339 -1.35662
H -0.95370 1.79477 -1.69492
H -0.41745 3.65727 -3.23012
H 0.17231 3.19362 -5.59079
H 0.23969 0.85335 -6.39334
H -0.24155 -1.00393 -4.83950
*
```

---

# 4
This record from the Open Molecules 2025 dataset describes C38H29N2OS7V as an isolated structure at a distorted geometry. The level of theory is ωB97M-V with the def2-TZVPD basis set.

The strongest force on any atom comes out at 0.0233 hartree/bohr. The calculation puts the LUMO energy (spin up / spin down) at 2.0 / 2.0 eV. Its energy relative to the best compared isomer or geometry (same formula, charge and spin) is 20.5 kcal per mole.

The geometry in ORCA input format:
```
! RIJCOSX wB97M-V def2-TZVPD def2/J DEFGRID3
* xyz -1 4
V -1.02279 -0.09563 0.66448
S -3.54988 0.69446 0.65121
C -3.78030 0.47666 -1.05985
C -4.59579 1.35600 -1.79743
C -4.79299 1.21220 -3.15619
C -4.19044 0.17135 -3.86016
C -3.39390 -0.72276 -3.16652
C -3.18519 -0.55999 -1.80339
S -2.19699 -1.72725 -0.89976
C -0.68586 -1.83138 -1.91398
C 0.49814 -2.09688 -1.03031
C 1.40164 -3.10995 -1.29861
C 2.52527 -3.23265 -0.48990
C 2.74351 -2.30015 0.50415
C 1.79772 -1.29427 0.70178
C 2.12143 -0.14998 1.62391
S 0.80154 1.07052 1.93382
C 1.31028 2.38966 0.84942
C 2.33753 3.21273 1.30326
C 2.79668 4.27048 0.53944
C 2.17980 4.51700 -0.68556
C 1.14720 3.71644 -1.12780
C 0.67550 2.61128 -0.38857
S -0.62444 1.66599 -1.04830
N 0.66030 -1.27230 0.01640
H -5.05572 2.17805 -1.26433
H -5.41988 1.92552 -3.67905
H -4.34383 0.05844 -4.92573
H -2.92940 -1.55433 -3.68509
H -0.53746 -0.84512 -2.36580
H -0.75987 -2.59145 -2.69131
H 1.22000 -3.78346 -2.12519
H 3.23297 -4.03585 -0.65402
H 3.63136 -2.32424 1.12222
H 2.93542 0.39800 1.14332
H 2.48608 -0.51877 2.58345
H 2.76776 3.01284 2.27813
H 3.59759 4.90351 0.89857
H 2.50363 5.35089 -1.29842
H 0.67205 3.92277 -2.07899
S -2.09464 1.09301 3.82686
C -2.00376 -0.56478 3.61494
N -1.51556 -1.22740 2.57020
C -1.58295 -2.59839 2.73516
C -1.09730 -3.56799 1.85779
C -1.23187 -4.91256 2.16475
C -1.84241 -5.32212 3.34734
C -2.31556 -4.37418 4.24267
C -2.17853 -3.02999 3.93783
S -2.63093 -1.63908 4.87228
H -0.61098 -3.27684 0.93855
H -0.85550 -5.65229 1.46836
H -1.94602 -6.37645 3.57069
H -2.78360 -4.67927 5.17075
O 2.48786 0.21241 -1.61480
S 2.87913 1.22203 -2.62648
C 4.67691 1.31478 -2.49825
C 5.38018 2.26890 -3.21960
C 6.75734 2.34108 -3.08490
C 7.41657 1.47202 -2.22324
C 6.69874 0.53515 -1.49492
C 5.31933 0.45458 -1.62705
C 2.84283 0.35972 -4.20838
C 2.86544 -1.02563 -4.21340
C 2.80614 -1.69472 -5.42523
C 2.72105 -0.98011 -6.61424
C 2.68115 0.40632 -6.59432
C 2.73177 1.08381 -5.38366
H 4.85407 2.95332 -3.87482
H 7.31483 3.08212 -3.64306
H 8.49156 1.53498 -2.11327
H 7.21379 -0.13285 -0.81624
H 4.72533 -0.25798 -1.06690
H 2.90639 -1.55124 -3.26621
H 2.81895 -2.77720 -5.44378
H 2.66868 -1.50759 -7.55798
H 2.59027 0.96224 -7.51843
H 2.66546 2.16501 -5.35383
*
```

---

# 5
This record from the Open Molecules 2025 dataset describes C38H30As2AuN4S as an isolated structure. The level of theory is ωB97M-V with the def2-TZVPD basis set.

The strongest force on any atom comes out at 0.0145 hartree/bohr. The calculation puts the LUMO energy (spin up / spin down) at -9.2 / -12.7 eV. Its energy relative to the best compared isomer or geometry (same formula, charge and spin) is 0.0 kcal per mole.

The geometry in ORCA input format:
```
! RIJCOSX wB97M-V def2-TZVPD def2/J DEFGRID3
* xyz 3 3
Au 0.41353 0.35300 -0.01320
C -1.92751 2.39323 1.31314
C -1.33646 2.13734 2.69781
As 0.01684 0.72063 2.75328
C -0.03348 -0.08028 4.50254
C -0.45888 -1.38411 4.72233
C -0.50180 -1.86165 6.02452
C -0.13036 -1.03878 7.07909
C 0.29419 0.26410 6.84334
C 0.35895 0.75464 5.54698
C 1.75894 1.52834 2.76332
C 2.83999 0.64699 2.70516
C 4.13283 1.14243 2.71377
C 4.34920 2.51573 2.78113
C 3.27464 3.38781 2.85665
C 1.97307 2.89875 2.84603
As -0.57865 2.56040 -0.06454
C 0.30581 4.22661 0.19425
C 1.43748 4.51729 -0.56024
C 2.01275 5.77450 -0.46218
C 1.46519 6.72538 0.39013
C 0.34078 6.42470 1.14708
C -0.24768 5.16987 1.05295
C -1.51437 2.62791 -1.73485
C -0.76848 2.65327 -2.91061
C -1.42360 2.71878 -4.13136
C -2.81183 2.74506 -4.17557
C -3.55162 2.71155 -3.00232
C -2.90495 2.65183 -1.77474
H -2.58816 3.25990 1.32561
H -2.52600 1.53469 1.00282
H -2.11886 1.82375 3.38823
H -0.85278 3.01649 3.12456
H -0.76014 -2.02009 3.89949
H -0.83070 -2.87382 6.21789
H -0.16634 -1.41396 8.09281
H 0.58581 0.89958 7.66874
H 0.72074 1.75984 5.37030
H 2.67540 -0.42635 2.68991
H 4.97532 0.46342 2.69055
H 5.35940 2.90262 2.79596
H 3.44336 4.45369 2.93760
H 1.15438 3.59830 2.92371
H 1.88237 3.77470 -1.21189
H 2.88605 6.01331 -1.05425
H 1.91566 7.70620 0.46272
H -0.08755 7.16885 1.80524
H -1.13327 4.96276 1.63981
H 0.31504 2.62956 -2.88737
H -0.85162 2.75701 -5.04870
H -3.31925 2.79516 -5.12961
H -4.63222 2.74932 -3.04046
H -3.49308 2.65751 -0.86509
S 0.33447 -7.45358 -0.31429
N 1.55005 -6.39524 -0.34011
C 1.00323 -5.19463 -0.30668
C 1.70418 -3.94093 -0.31681
C 3.09846 -3.87294 -0.40724
C 3.69458 -2.63022 -0.41000
C 2.88285 -1.51385 -0.29942
N 1.54026 -1.57368 -0.21612
C 0.94404 -2.76512 -0.24107
C -0.56180 -2.82528 -0.24162
N -1.20154 -1.67805 -0.28099
C -2.54046 -1.69213 -0.40114
C -3.30373 -2.85362 -0.44626
C -2.65185 -4.06370 -0.35767
C -1.24815 -4.05994 -0.26377
C -0.47910 -5.24950 -0.26078
N -0.94104 -6.50128 -0.25920
H 3.67994 -4.78396 -0.47742
H 4.76580 -2.51261 -0.49249
H 3.31297 -0.52118 -0.26594
H -3.01729 -0.72119 -0.47265
H -4.37736 -2.79754 -0.55773
H -3.18760 -5.00466 -0.37406
*
```